(1)
Below is an isolated molecule of C2H6N4O2 in a non-equilibrium geometry, with properties calculated with ωB97M-V/def2-TZVPD.

Structure (XYZ):
```
14
Properties=species:S:1:pos:R:3:nbo_charge:R:1
H 2.077 -1.897 0.377 0.345
N 1.040 -1.645 0.226 -0.757
C 0.618 -0.616 0.863 0.527
N 1.286 0.335 1.361 -0.799
N -0.835 -0.436 0.896 -0.324
O -1.219 0.935 0.522 -0.376
C -0.784 1.306 -0.646 0.309
N -0.847 0.852 -1.864 -0.176
O -1.269 -0.577 -1.849 -0.631
H 2.215 0.128 1.749 0.406
H 0.708 1.016 1.819 0.400
H -1.039 -1.055 0.145 0.400
H -0.656 2.478 -0.834 0.193
H -1.294 -0.824 -2.763 0.483
```

- SMILES: [H]/N=C(\N)NO/C=N\O
- E_HOMO: -9.470 eV
- ΔE to the lowest compared entry with this formula, charge and spin: 448.6 kJ/mol
- Charge: 0
- LUMO: 0.724 eV
- Gap between HOMO and LUMO: 0.375 Eh


(2)
Below is an isolated molecule of C11H12BrNO in a non-equilibrium geometry, with properties calculated with ωB97M-V/def2-TZVPD.

Structure (XYZ):
```
26
Properties=species:S:1:pos:R:3:nbo_charge:R:1
C 1.575 2.575 2.536 -0.120
C 2.610 2.026 1.637 -0.204
C 0.308 2.076 2.503 -0.243
C 2.203 1.194 0.650 -0.266
C -0.087 1.255 1.515 0.150
C 0.868 0.912 0.519 0.311
C -1.780 0.253 0.419 0.005
C -0.863 -0.058 -0.797 0.288
C -0.136 -1.709 -2.679 -0.622
C -1.178 -2.494 -0.447 -0.621
C -1.163 -1.378 -1.480 -0.299
N -1.370 0.843 1.453 -0.456
O 0.531 0.034 -0.451 -0.489
Br -1.332 1.489 -2.128 -0.084
H 1.962 3.108 3.382 0.211
H 3.613 2.174 1.839 0.207
H -0.348 2.405 3.337 0.238
H 2.670 0.869 -0.263 0.235
H -2.797 -0.289 0.366 0.196
H 0.897 -2.285 -2.475 0.219
H 0.068 -0.766 -3.206 0.227
H -0.590 -2.310 -3.475 0.217
H -0.253 -2.430 0.078 0.215
H -1.188 -3.429 -1.069 0.218
H -2.061 -2.723 0.208 0.228
H -2.158 -1.344 -1.973 0.239
```

- E_HOMO (spin up / spin down): -5.385 / -9.443 eV
- <S²>: 2.039
- Charge: 0
- LUMO (spin up / spin down): 0.508 / -2.800 eV
- Spin multiplicity: 3
- Gap between HOMO and LUMO (spin up / spin down): 0.217 / 0.244 Eh


(3)
Below is an isolated molecule of C17H14Cl2N6S2 in a non-equilibrium geometry, with properties calculated with ωB97M-V/def2-TZVPD.

Structure (XYZ):
```
41
Properties=species:S:1:pos:R:3:nbo_charge:R:1
C 4.799 5.104 0.402 -0.620
C 3.958 4.896 1.702 -0.532
S 2.164 5.096 1.530 0.317
C 1.718 3.617 0.721 -0.168
N 2.561 2.658 0.168 -0.460
C 1.721 1.704 -0.431 0.071
C 2.183 0.527 -0.994 -0.172
C 1.278 -0.441 -1.526 -0.289
C -0.068 -0.321 -1.507 0.228
N -1.135 -1.215 -1.856 -0.637
C -1.124 -2.598 -2.286 -0.058
N -0.467 -3.459 -1.194 -0.195
N 0.450 -4.401 -1.342 -0.049
N 0.446 -5.035 -0.202 -0.074
N -0.440 -4.547 0.648 -0.276
C -1.053 -3.559 0.064 0.291
C -2.209 -2.864 0.632 -0.066
C -3.377 -3.661 0.967 -0.173
C -4.457 -3.019 1.388 -0.218
C -4.477 -1.608 1.723 -0.066
Cl -5.910 -0.687 1.919 0.058
C -3.271 -0.881 1.526 -0.059
Cl -3.097 0.772 2.019 0.036
C -2.134 -1.503 1.031 -0.213
C -0.525 0.915 -1.067 -0.268
C 0.327 1.890 -0.426 -0.218
S 0.071 3.409 0.365 0.448
H 4.202 5.696 -0.261 0.215
H 5.008 4.245 -0.175 0.224
H 5.821 5.450 0.676 0.212
H 4.157 3.858 2.018 0.242
H 4.313 5.578 2.444 0.231
H 3.293 0.364 -0.960 0.236
H 1.607 -1.282 -2.067 0.218
H -2.017 -0.904 -1.620 0.390
H -2.149 -2.851 -2.558 0.224
H -0.703 -2.693 -3.363 0.226
H -3.407 -4.692 0.744 0.233
H -5.272 -3.748 1.420 0.241
H -1.189 -0.923 0.929 0.259
H -1.593 1.114 -1.197 0.210
```

- SMILES: CCSc1nc2ccc(NCn3nnnc3-c3ccc(Cl)c(Cl)c3)cc2s1
- E_HOMO: -8.103 eV
- ΔE to the lowest compared entry with this formula, charge and spin: 204.4 kJ/mol
- Charge: 0
- LUMO: -0.169 eV
- Gap between HOMO and LUMO: 0.292 Eh


(4)
Below is a cluster of 2 separate species, C3H10NO in total in a non-equilibrium geometry, with properties calculated with ωB97M-V/def2-TZVPD.

Structure (XYZ):
```
15
Properties=species:S:1:pos:R:3:nbo_charge:R:1
C 1.877 -0.398 -2.543 0.152
N 1.428 -0.808 -1.427 -0.593
H 2.838 -0.658 -2.921 0.232
H 1.259 0.380 -2.982 0.216
H 0.891 -0.217 -0.687 0.479
H 1.868 -1.611 -0.977 0.417
C -0.516 0.369 1.565 -0.068
O 0.059 0.631 0.236 -0.764
C -2.008 0.137 1.425 -0.656
H 0.010 -0.471 2.000 0.196
H -0.296 1.233 2.194 0.195
H -0.320 1.482 -0.007 0.503
H -2.307 -0.561 2.211 0.242
H -2.664 0.994 1.372 0.232
H -2.119 -0.501 0.542 0.218
```

- E_HOMO: -15.146 eV
- ΔE to the lowest compared entry with this formula, charge and spin: 142.4 kJ/mol
- Charge: +1
- LUMO: -5.192 eV
- Gap between HOMO and LUMO: 0.366 Eh


For reference, calculated total energy by record: -12222.0026, -85176.8877, -73509.1665, -6802.8346 eV.